Entry from the OMol25 dataset: the ion C5H9N2O2 with charge +1 (ωB97M-V with the def2-TZVPD basis set).

The geometry in XYZ format:
```
18
C5H9N2O2 (ωB97M-V with the def2-TZVPD basis set)
C 2.26021 1.35767 -0.86879
C -0.51974 -0.08734 0.13627
C -1.48660 -1.18612 0.52380
C -0.91340 1.35305 0.63698
C 0.99155 -1.70553 -0.76422
N 0.65499 -0.38578 -0.27242
N 1.69619 0.49588 -0.23285
O 2.61856 2.35283 -1.25976
O -0.22905 2.44514 -0.03905
H -2.31972 -0.71781 0.90050
H -1.03195 -1.74880 1.27732
H -1.80968 -1.89271 -0.31544
H -0.05220 3.08555 0.63158
H -0.95859 1.39479 1.76245
H -2.01446 1.42825 0.53712
H 1.41160 -1.71689 -1.72717
H 1.71866 -2.18761 -0.11965
H -0.01636 -2.28457 -0.80667
```

Output
Structure (SMILES): C/C(CO)=[N+](\C)N=C=O
ΔE to the lowest compared entry with this formula, charge and spin, eV: 4.604
Net charge: +1
Energy, Ha: -455.55754

Entry from the OMol25 dataset: a cluster of 2 separate species, C5H9N2O2 in total (ωB97M-V with the def2-TZVPD basis set).

The geometry in XYZ format:
```
18
C5H9N2O2 (ωB97M-V with the def2-TZVPD basis set)
C 1.21354 1.41201 1.98075
C 0.83015 0.09733 -0.70668
C 0.26772 1.30776 1.11339
C 0.17226 -0.96577 -1.03641
C 0.51261 -2.12414 -1.98754
N -1.20488 -1.19164 -0.50602
N -1.13680 1.93249 1.03330
O -1.84351 -0.16789 -0.24173
O -1.47052 -2.31129 -0.16219
H 1.03018 1.87047 3.03789
H 2.18904 0.97924 1.67570
H 1.83447 0.35657 -1.00931
H -0.38527 -2.71700 -2.21039
H 0.96874 -1.87198 -2.93245
H 1.26841 -2.75614 -1.31838
H -1.16341 2.97512 0.89085
H -1.41528 1.78398 2.02369
H -1.66746 1.39085 0.35554
```

Output
ΔE to the lowest compared entry with this formula, charge and spin, eV: 9.503
Net charge: +1
Energy, Ha: -455.37748